Entry 1:
Molecular formula: C3H4OS
Method: DFT, ωB97M-V with the def2-TZVPD basis set

Computed properties:
Total energy: -589.972473 hartree
LUMO energy: -0.0370 hartree
ΔE to the lowest compared entry with this formula, charge and spin: 4.1410 eV

Each line ends with the Mulliken charge.
Geometry (Å):
C1 0.031659 -0.690752 0.835509  -0.119
C2 -0.496581 0.625611 0.213022  -0.454
C3 -0.856388 0.460018 -1.413900  0.127
H1 -0.549752 -1.994041 0.302164  0.269
H2 -1.526149 1.011269 0.700383  0.293
H3 0.244482 1.446452 0.077769  0.318
H4 0.215450 0.071393 -1.689437  0.200
O1 -1.870673 0.506523 -2.010215  -0.408
S1 1.531826 -0.434782 1.180190  -0.226

Force components x, y, z for each atom (eV/Å):
-2.082 -0.800 -4.412
-5.413 0.912 -1.151
3.102 -2.112 3.303
1.482 3.925 2.118
2.373 -0.736 -0.804
-0.393 -0.740 1.000
-1.512 0.659 -1.400
-0.115 0.436 -0.274
2.557 -1.544 1.621

---

Entry 2:
Molecular formula: C30H25Cl3IN4O3PdSSbSe4
Method: DFT, ωB97M-V with the def2-TZVPD basis set

Computed properties:
Total energy: -13652.945886 hartree
LUMO energy (alpha / beta): -0.1054 / -0.1057 hartree
ΔE to the lowest compared entry with this formula, charge and spin: 9.1254 eV

Each line ends with the Mulliken charge.
Geometry (Å):
Pd1 2.276064 -1.193832 -0.817430  0.244
C1 0.578664 -1.498632 -3.778930  -0.425
C2 2.031164 -1.148732 -3.655630  0.159
N1 2.837464 -1.598232 -4.584530  -0.602
C3 4.105064 -1.186132 -4.649430  -1.073
C4 4.722664 -0.394932 -3.696430  0.783
C5 6.163664 0.022868 -3.834630  -0.902
O1 6.334864 1.404368 -3.603630  -0.534
C6 3.971964 -0.034532 -2.566630  -0.083
C7 4.575364 0.345768 -1.331430  -0.118
N2 4.016764 -0.047832 -0.231130  0.265
C8 4.589964 -0.069332 1.033870  0.302
C9 5.478364 0.877068 1.535170  -0.375
C10 5.990164 0.695968 2.807270  -0.770
C11 5.655464 -0.407232 3.581570  -0.565
C12 4.751664 -1.344432 3.099270  -0.899
C13 4.253364 -1.139732 1.852170  0.667
I1 2.818664 -2.329732 1.140870  0.360
C14 2.532864 -0.261732 -2.602930  0.468
O2 1.750064 0.427668 -1.874230  -0.534
H1 0.437164 -2.209632 -4.588330  0.388
H2 -0.022236 -0.603032 -3.941830  0.275
H3 0.207664 -1.963832 -2.830530  -0.468
H4 4.661864 -1.567532 -5.495430  0.362
H5 6.513664 -0.258232 -4.835930  0.421
H6 6.810764 -0.484132 -3.105730  0.307
H7 5.931264 1.895668 -4.327230  0.332
H8 5.567064 0.791568 -1.321230  0.630
H9 5.716264 1.758168 0.952470  0.471
H10 6.669364 1.434468 3.205270  0.382
H11 6.075164 -0.529532 4.569070  0.384
H12 4.453564 -2.209732 3.684670  0.385
Se1 -0.776936 -6.009132 -1.716930  -0.567
Sb1 -1.029736 -3.754632 -0.931730  0.759
Se2 -2.817836 -2.712632 -2.284330  -0.309
Se3 -2.907736 -3.835332 0.540970  -0.113
Se4 0.939664 -2.639532 -0.532330  -0.130
Cl1 -2.082836 3.874868 5.861670  -0.217
C15 -2.679636 3.269968 4.356070  0.354
C16 -3.132936 1.964268 4.255770  -1.030
C17 -3.553436 1.485368 3.026970  -0.183
C18 -3.540436 2.284868 1.891470  0.013
C19 -3.953236 1.764468 0.524970  -0.346
C20 -2.739736 1.597468 -0.446230  -1.254
N3 -1.486836 1.202668 0.153270  0.596
C21 -0.726036 1.912868 1.036370  -0.294
C22 0.372164 1.158168 1.311570  -1.210
N4 0.317064 0.004268 0.591870  0.121
C23 -0.812636 0.075968 -0.097530  -0.343
O3 -4.876736 0.707268 0.562670  -0.392
C24 -4.526136 -0.669832 0.627970  0.697
C25 -5.807836 -1.451032 0.553470  0.003
C26 -6.089836 -2.665732 1.171870  0.407
Cl2 -5.049836 -3.623532 2.210170  -0.229
S1 -7.619836 -3.289232 0.656270  -0.208
C27 -7.902836 -1.910632 -0.314230  -0.346
C28 -6.870936 -1.025632 -0.266930  -0.998
C29 -3.153036 3.618868 2.043770  0.643
Cl3 -3.192436 4.713968 0.698370  -0.189
C30 -2.703936 4.115868 3.256070  -0.596
H13 -3.153136 1.324668 5.125270  0.447
H14 -3.909836 0.472368 2.955970  0.432
H15 -4.558036 2.566568 0.076770  0.366
H16 -2.571036 2.565768 -0.926730  0.504
H17 -3.017536 0.864968 -1.213530  0.577
H18 -0.963136 2.892868 1.385370  0.542
H19 1.195464 1.377068 1.971070  0.506
H20 -1.126136 -0.657232 -0.834030  0.369
H21 -3.976236 -0.964332 1.528770  0.408
H22 -3.941036 -0.999632 -0.258430  -0.323
H23 -8.800836 -1.830432 -0.891730  0.439
H24 -6.854436 -0.090932 -0.794730  0.405
H25 -2.375436 5.141068 3.346170  0.453

Force components x, y, z for each atom (eV/Å):
6.418 7.638 1.277
-0.214 -0.194 1.038
0.485 0.264 -0.416
-0.774 0.032 0.051
1.073 0.299 0.215
-0.025 -0.473 -0.315
-0.003 -0.520 -0.182
0.239 0.457 0.055
-0.795 0.124 -0.557
0.415 -0.108 0.227
-0.410 -0.036 -1.181
0.655 0.560 0.546
-0.313 -0.047 -0.228
0.268 -0.006 0.262
0.057 0.051 0.158
0.668 0.185 0.690
0.640 0.972 -0.371
1.262 -3.147 4.082
1.380 0.778 -3.849
-1.510 1.053 -0.183
0.073 0.069 -0.056
-0.035 0.044 -0.053
0.217 0.454 -0.923
0.160 0.128 -0.076
0.024 -0.028 0.141
-0.171 0.075 -0.129
-0.054 -0.055 0.065
0.044 0.109 0.000
0.070 -0.018 0.019
0.067 0.055 0.058
0.055 0.057 0.053
0.062 0.147 0.009
0.411 0.321 0.111
-0.404 -2.995 -2.188
-0.830 -0.109 1.582
-0.544 1.440 -1.670
-6.935 -8.469 -0.103
-0.005 0.012 0.116
-0.078 -0.031 -0.268
0.071 0.070 0.049
0.038 0.215 -0.081
-0.211 0.092 -0.144
0.209 0.546 -0.331
-0.508 0.232 0.011
-0.236 0.048 -0.001
0.521 0.603 0.550
-0.199 0.027 -0.182
-0.908 0.135 0.019
1.016 -0.983 0.146
-0.231 -0.480 0.265
0.226 -0.435 -0.338
0.347 -0.809 0.975
0.348 0.550 -0.643
-1.914 0.654 0.702
0.328 0.071 0.212
0.304 -0.051 0.128
-0.462 -0.306 -0.156
-0.129 -0.256 0.329
0.042 0.113 -0.099
-0.035 -0.116 0.097
0.048 0.001 0.058
-0.027 -0.116 -0.010
0.200 -0.165 0.025
-0.148 -0.184 -0.032
0.175 0.155 0.116
-0.194 0.176 -0.008
0.003 0.078 0.014
-0.159 0.216 0.166
0.115 0.216 -0.115
0.035 0.445 0.467
-0.284 0.003 -0.049
0.001 0.153 -0.125
-0.026 0.014 -0.022

---

Q: Which of these has the highest ΔE to the lowest compared entry with this formula, charge and spin?
A: C30H25Cl3IN4O3PdSSbSe4

---

Q: Which of these has the highest ΔE to the lowest compared entry with this formula, charge and spin?
A: C30H25Cl3IN4O3PdSSbSe4

---

Q: Which of these has the highest ΔE to the lowest compared entry with this formula, charge and spin?
A: C30H25Cl3IN4O3PdSSbSe4